No. 1
{"formula": "C16H25N3O3S", "method": "wB97M-V/def2-TZVPD", "e_tot_ev": -38447.960, "gap_ev": 9.02, "e_above_lowest_kj_mol": 5.8, "largest_force_ev_per_a": 0.70, "smiles": "CC(C)[C@H]1CC[C@H](C)C[C@@H]1OC(=O)CSc1nc(N)cc(=O)[nH]1", "homo_ev": -8.46, "symbols": ["C", "C", "C", "C", "C", "C", "C", "C", "C", "C", "O", "C", "O", "C", "S", "C", "N", "C", "N", "C", "C", "O", "N", "H", "H", "H", "H", "H", "H", "H", "H", "H", "H", "H", "H", "H", "H", "H", "H", "H", "H", "H", "H", "H", "H", "H", "H", "H"], "positions_angstrom": [[3.67049, -1.49272, -1.89969], [3.74557, -1.19893, -0.40210], [3.31115, -2.44252, 0.37549], [2.97726, 0.07450, 0.02107], [3.75722, 1.32637, -0.40201], [3.07928, 2.61140, 0.05940], [1.66984, 2.71103, -0.51894], [0.96748, 3.98561, -0.06068], [0.87822, 1.48170, -0.08314], [1.55265, 0.18725, -0.53736], [0.72606, -0.94863, -0.21848], [0.37631, -1.21148, 1.03035], [0.73056, -0.62836, 2.02173], [-0.46422, -2.48255, 1.09113], [-1.61912, -2.59206, -0.30068], [-2.32494, -0.99987, -0.13169], [-1.89480, -0.27338, 0.84214], [-2.40809, 0.98391, 0.98712], [-1.92686, 1.64711, 2.06086], [-3.34776, 1.48468, 0.11903], [-3.83975, 0.69712, -0.95982], [-4.65967, 0.99534, -1.80203], [-3.25216, -0.60045, -1.01366], [2.66257, -1.78365, -2.18555], [3.97057, -0.63185, -2.49138], [4.33855, -2.31630, -2.14219], [4.79544, -1.00756, -0.14785], [2.36124, -2.81611, 0.00274], [3.21192, -2.22719, 1.43723], [4.05078, -3.23153, 0.25427], [2.90548, 0.07146, 1.11370], [4.76328, 1.27476, 0.01867], [3.85181, 1.34743, -1.48958], [3.67317, 3.47175, -0.25564], [3.02246, 2.62396, 1.14999], [1.73696, 2.72062, -1.61279], [-0.03646, 4.03916, -0.47573], [1.52083, 4.86342, -0.38570], [0.89487, 4.00914, 1.02469], [-0.13172, 1.51466, -0.49932], [0.80078, 1.47511, 1.00455], [1.58362, 0.16464, -1.63187], [0.18217, -3.35785, 1.01853], [-1.02004, -2.50472, 2.02706], [-2.10830, 2.62789, 2.16916], [-1.15181, 1.22772, 2.54610], [-3.74313, 2.47947, 0.23473], [-3.56140, -1.20852, -1.76180]], "atomic_forces_ev_per_a": [[0.1, 0.1, 0.2], [-0.2, -0.1, 0.1], [0.2, 0.1, 0.0], [0.1, -0.2, -0.2], [-0.2, 0.1, 0.3], [0.0, -0.1, -0.4], [-0.1, 0.0, 0.4], [0.1, -0.2, -0.2], [0.0, -0.1, -0.3], [0.3, 0.5, 0.3], [0.1, -0.1, -0.3], [0.1, -0.5, 0.5], [0.3, 0.0, 0.1], [-0.3, 0.3, -0.2], [-0.1, -0.4, -0.1], [0.2, 0.0, 0.3], [-0.2, 0.0, 0.2], [-0.4, -0.1, -0.4], [0.0, 0.1, 0.1], [0.1, 0.2, 0.2], [0.2, -0.2, 0.1], [-0.2, 0.1, -0.2], [-0.1, -0.1, -0.2], [-0.1, 0.0, -0.1], [0.0, 0.1, -0.2], [0.0, -0.1, -0.1], [-0.1, 0.0, 0.0], [-0.1, -0.1, 0.0], [0.0, 0.0, 0.1], [0.0, -0.1, 0.0], [0.0, 0.0, 0.0], [0.0, -0.1, -0.1], [0.1, 0.0, -0.1], [0.0, 0.1, 0.1], [0.0, 0.1, 0.1], [0.0, 0.0, 0.0], [-0.1, 0.1, 0.0], [0.0, 0.1, 0.0], [0.0, 0.0, 0.2], [0.0, 0.0, 0.0], [0.0, 0.0, 0.0], [0.0, 0.0, 0.1], [0.0, 0.0, 0.0], [0.2, 0.1, -0.1], [0.0, 0.0, 0.0], [0.0, 0.0, 0.0], [-0.1, 0.1, 0.0], [0.0, 0.1, 0.1]], "lowdin_charge": [-0.062, -0.369, -0.061, -0.239, -0.148, -0.166, -0.374, -0.067, -0.109, -0.223, -0.013, -0.613, 0.092, -0.334, 1.019, -0.620, 0.100, -0.378, 0.168, 0.038, -0.479, 0.045, 0.142, 0.080, 0.073, 0.081, 0.134, 0.066, 0.084, 0.081, 0.146, 0.120, 0.116, 0.117, 0.126, 0.147, 0.076, 0.076, 0.079, 0.124, 0.113, 0.160, 0.087, 0.095, 0.108, 0.099, 0.113, 0.151]}

=====

No. 2
{"formula": "C3H10N2O2", "method": "wB97M-V/def2-TZVPD", "e_tot_ev": -10345.234, "gap_ev": 9.20, "e_above_lowest_kj_mol": 410.4, "largest_force_ev_per_a": 4.24, "smiles": "C/N=C\\O.CNO", "homo_ev": -8.42, "symbols": ["C", "N", "C", "O", "H", "H", "H", "H", "H", "C", "N", "O", "H", "H", "H", "H", "H"], "positions_angstrom": [[2.21471, -0.36381, -0.63534], [1.53235, 0.05983, 0.57944], [0.96390, 1.22273, 0.61707], [0.60623, 1.93613, -0.45347], [2.93954, -1.14112, -0.38234], [1.49696, -0.79822, -1.33820], [2.75266, 0.44753, -1.13408], [0.57849, 1.64535, 1.54781], [0.65906, 1.39898, -1.25885], [-2.26327, -0.23698, 0.89252], [-1.11982, -0.94514, 0.34955], [-1.16342, -0.71926, -1.09495], [-2.21923, -0.26306, 1.98510], [-2.29063, 0.80804, 0.56293], [-3.20245, -0.71174, 0.57769], [-0.00546, -0.76250, 0.61969], [-1.47961, -1.57675, -1.43458]], "atomic_forces_ev_per_a": [[-0.4, -0.2, -0.1], [0.4, 2.3, 0.9], [0.4, -2.3, -0.6], [0.1, 0.7, -0.1], [-0.1, 0.1, 0.0], [0.1, 0.0, -0.1], [-0.1, 0.1, 0.0], [0.2, -0.1, -0.2], [0.1, 0.0, 0.2], [0.7, 0.4, 0.3], [2.3, -0.8, -0.4], [0.1, -0.5, 0.3], [0.0, 0.0, -0.1], [-0.1, 0.1, 0.1], [0.3, 0.0, 0.0], [-4.2, 0.0, -0.3], [0.2, 0.5, 0.2]], "lowdin_charge": [-0.130, -0.061, -0.283, 0.057, 0.077, 0.072, 0.083, 0.137, 0.103, -0.152, -0.182, -0.145, 0.077, 0.067, 0.074, 0.121, 0.086]}

=====

No. 3
{"formula": "C29H51ClO9", "method": "wB97M-V/def2-TZVPD", "e_tot_ev": -61850.018, "gap_ev": 8.70, "largest_force_ev_per_a": 4.74, "smiles": "CC(C)CC1=C(C[C@H](C)Cl)C(=O)OC1=O.CC(C)=O.CC(C)=O.CC(C)=O.CC(C)=O.CC(C)=O.CC(C)=O", "homo_ev": -8.81, "symbols": ["C", "C", "C", "C", "C", "C", "C", "C", "C", "Cl", "C", "O", "O", "C", "O", "H", "H", "H", "H", "H", "H", "H", "H", "H", "H", "H", "H", "H", "H", "H", "C", "C", "C", "O", "H", "H", "H", "H", "H", "H", "C", "C", "C", "O", "H", "H", "H", "H", "H", "H", "C", "C", "C", "O", "H", "H", "H", "H", "H", "H", "C", "C", "C", "O", "H", "H", "H", "H", "H", "H", "C", "C", "C", "O", "H", "H", "H", "H", "H", "H", "C", "C", "C", "O", "H", "H", "H", "H", "H", "H"], "positions_angstrom": [[-3.28777, -1.41865, -0.38295], [-3.20047, -1.52406, 1.17029], [-2.35863, -0.40142, 1.78567], [-2.81596, -2.91186, 1.69293], [-1.41946, -3.38025, 1.36714], [-0.58235, -3.89715, 2.24193], [-0.81198, -4.12527, 3.70475], [-0.44099, -2.83196, 4.44259], [1.06610, -2.64392, 4.66526], [-1.24274, -2.75880, 6.07311], [0.69647, -4.29563, 1.55992], [1.62676, -4.74170, 2.05863], [0.53504, -4.05583, 0.23623], [-0.69324, -3.41883, 0.05298], [-0.97436, -3.04386, -0.99933], [-4.21420, -0.91913, -0.65218], [-2.42625, -0.83651, -0.70825], [-3.26328, -2.39614, -0.85260], [-4.22210, -1.34483, 1.51970], [-2.57036, -0.38155, 2.85859], [-2.71769, 0.55406, 1.40180], [-1.29275, -0.50507, 1.57370], [-3.52937, -3.68531, 1.39717], [-2.86934, -2.87818, 2.78344], [-1.88303, -4.27873, 3.83827], [-0.26591, -4.98747, 4.08025], [-0.79754, -1.97080, 3.88456], [1.68291, -3.14067, 3.91535], [1.28054, -1.58333, 4.60695], [1.40252, -2.96606, 5.64786], [-3.81280, -0.97217, -4.27473], [-4.93407, -0.09999, -3.76354], [-5.16505, 1.20562, -4.48112], [-5.61517, -0.43606, -2.81795], [-3.75222, -1.87741, -3.67414], [-4.00067, -1.25242, -5.31245], [-2.86338, -0.43883, -4.20212], [-5.41114, 1.01609, -5.52790], [-4.27909, 1.82842, -4.41829], [-5.99610, 1.73205, -4.01477], [5.60714, -0.49861, 5.86452], [4.17118, -0.83508, 6.16844], [3.80923, -1.03396, 7.62054], [3.33975, -0.94378, 5.29309], [5.72931, -0.38221, 4.78834], [5.88305, 0.43547, 6.35433], [6.25603, -1.29790, 6.20895], [4.01025, -0.12089, 8.18305], [4.38889, -1.85846, 8.03853], [2.74906, -1.27074, 7.70041], [0.32917, -4.11970, -3.98513], [-0.83519, -4.57267, -4.82992], [-0.69588, -5.89468, -5.54724], [-1.83881, -3.90367, -4.92522], [0.09028, -3.16086, -3.53116], [0.51860, -4.84500, -3.19211], [1.22148, -4.00636, -4.60406], [-0.54654, -6.69787, -4.82383], [0.14946, -5.85818, -6.23636], [-1.60338, -6.09565, -6.11371], [-2.59682, 5.40272, -6.46695], [-3.24277, 4.05681, -6.26129], [-3.16414, 3.07527, -7.40688], [-3.80173, 3.77126, -5.22440], [-2.72677, 6.00644, -5.57165], [-1.52919, 5.27853, -6.65653], [-3.06212, 5.91833, -7.30631], [-2.12079, 2.85365, -7.63697], [-3.65516, 3.49088, -8.28811], [-3.66633, 2.15071, -7.12780], [-2.66644, 10.71504, -6.72751], [-1.91564, 9.40687, -6.77765], [-0.48752, 9.41542, -6.28885], [-2.43528, 8.39535, -7.19125], [-3.67578, 10.56656, -7.10614], [-2.72497, 11.07277, -5.69827], [-2.16279, 11.45855, -7.34742], [-0.45341, 9.71779, -5.24096], [0.10885, 10.10358, -6.89005], [-0.06860, 8.41502, -6.37998], [9.91004, -0.54657, 8.53446], [8.46947, -0.88363, 8.82915], [8.09219, -1.08267, 10.27643], [7.65131, -0.98978, 7.94247], [10.04152, -0.43113, 7.46035], [10.18251, 0.38889, 9.02575], [10.56038, -1.34944, 8.88524], [8.28718, -0.17010, 10.84199], [8.66514, -1.90837, 10.70127], [7.03180, -1.31868, 10.34432]], "atomic_forces_ev_per_a": [[0.2, 0.1, 1.0], [-0.6, 0.1, -0.7], [-0.7, -0.3, 0.1], [0.5, 0.2, -0.1], [-0.4, 0.2, -0.4], [0.7, -0.8, 0.9], [-0.4, 0.7, -0.1], [0.9, -0.4, 0.5], [-0.2, 0.4, -0.2], [-0.1, 0.0, -0.4], [-4.2, 1.6, -0.7], [4.0, -1.9, 1.6], [0.4, 0.1, -0.3], [0.5, -1.0, 2.5], [-1.0, 1.1, -3.2], [0.1, 0.1, -0.2], [-0.1, -0.1, -0.4], [-0.1, 0.0, -0.1], [0.0, -0.2, 0.2], [0.5, 0.0, 0.1], [0.2, 0.0, -0.1], [0.0, 0.0, 0.1], [-0.1, 0.1, -0.3], [0.0, 0.0, 0.0], [0.1, -0.3, 0.1], [0.1, 0.1, 0.0], [-0.4, -0.1, 0.1], [-0.2, -0.1, 0.0], [0.1, 0.0, 0.1], [-0.2, -0.2, 0.0], [-0.1, -0.2, 0.3], [-0.2, 0.0, 0.0], [-0.3, -0.3, 0.4], [0.1, 0.0, -0.1], [0.0, 0.0, 0.0], [0.1, 0.1, 0.0], [0.0, 0.0, -0.2], [0.2, 0.1, 0.0], [0.0, 0.0, -0.2], [0.0, 0.0, 0.0], [-0.3, 0.0, -0.5], [0.0, 0.1, -0.2], [-0.3, -0.1, -0.1], [0.3, 0.1, 0.2], [-0.1, 0.0, 0.0], [0.1, -0.1, 0.2], [0.1, 0.1, 0.2], [0.2, -0.1, 0.1], [0.1, 0.1, 0.1], [0.0, 0.0, 0.0], [-0.1, 0.2, 0.0], [-0.1, 0.1, 0.1], [-0.3, 0.1, -0.1], [0.0, -0.1, -0.1], [0.0, 0.0, 0.0], [0.1, 0.0, -0.1], [0.1, -0.2, 0.1], [0.2, 0.0, 0.0], [0.1, -0.1, 0.1], [0.0, 0.0, 0.0], [-0.2, -0.1, 0.3], [0.0, 0.1, 0.2], [-0.2, -0.2, 0.2], [0.2, 0.3, -0.2], [0.0, 0.0, 0.0], [0.0, 0.0, -0.2], [0.2, 0.0, -0.1], [0.0, 0.1, -0.1], [0.2, 0.0, -0.1], [0.0, 0.0, 0.0], [-0.2, -0.2, -0.1], [-0.1, -0.1, 0.0], [0.0, -0.3, -0.1], [0.1, 0.1, 0.0], [0.0, 0.0, 0.0], [0.1, 0.1, 0.0], [0.1, 0.1, 0.2], [0.1, 0.2, -0.1], [0.0, 0.1, 0.1], [0.0, 0.0, 0.0], [-0.1, 0.0, -0.3], [-0.1, 0.0, -0.1], [-0.3, 0.0, -0.1], [0.2, 0.0, 0.3], [0.0, 0.0, 0.0], [0.1, -0.1, 0.1], [0.0, 0.1, 0.1], [0.1, -0.1, 0.1], [0.1, 0.1, 0.1], [0.0, 0.0, 0.0]], "lowdin_charge": [-0.059, -0.396, -0.071, -0.091, -0.046, -0.080, -0.147, -0.682, -0.124, 0.576, -0.447, 0.215, 0.157, -0.377, 0.200, 0.065, 0.076, 0.068, 0.128, 0.077, 0.081, 0.082, 0.138, 0.108, 0.101, 0.133, 0.080, 0.074, 0.059, 0.064, -0.023, -0.496, -0.031, 0.049, 0.072, 0.085, 0.088, 0.084, 0.055, 0.086, -0.030, -0.481, -0.016, 0.051, 0.083, 0.085, 0.062, 0.085, 0.084, 0.078, -0.024, -0.501, -0.026, 0.064, 0.072, 0.086, 0.085, 0.084, 0.083, 0.079, -0.034, -0.484, -0.015, 0.053, 0.080, 0.088, 0.077, 0.086, 0.087, 0.068, -0.023, -0.495, -0.021, 0.060, 0.082, 0.086, 0.085, 0.086, 0.085, 0.079, -0.020, -0.485, -0.019, 0.053, 0.083, 0.086, 0.086, 0.086, 0.087, 0.079]}

=====

No. 4
{"formula": "CH3BrF2Si", "method": "wB97M-V/def2-TZVPD", "e_tot_ev": -84438.550, "gap_ev": [8.63, 8.63], "e_above_lowest_kj_mol": 208.9, "largest_force_ev_per_a": 5.55, "homo_ev": [-8.67, -8.67], "symbols": ["C", "F", "F", "Si", "Br", "H", "H", "H"], "positions_angstrom": [[-0.20963, 1.52062, 0.87106], [0.81428, 2.32284, 0.52663], [0.14141, 0.89166, 2.01208], [-0.17155, -0.35243, -1.16881], [1.97886, -0.88272, -1.26406], [-1.10306, 1.96896, 1.03013], [-0.50791, -1.71635, -0.51185], [-0.77668, 0.49255, -2.31577]], "atomic_forces_ev_per_a": [[3.2, -3.9, -2.2], [-0.4, 0.3, 0.0], [0.0, -0.2, 0.0], [0.1, 1.5, 2.8], [0.1, 0.5, -0.4], [-2.7, 1.9, 0.1], [-0.8, 1.2, -1.0], [0.4, -1.2, 0.6]], "lowdin_charge": [-0.320, -0.010, -0.010, 0.282, 0.194, 0.052, -0.097, -0.090]}

=====

Copy entry 4 word for word.
{"formula": "CH3BrF2Si", "method": "wB97M-V/def2-TZVPD", "e_tot_ev": -84438.550, "gap_ev": [8.63, 8.63], "e_above_lowest_kj_mol": 208.9, "largest_force_ev_per_a": 5.55, "homo_ev": [-8.67, -8.67], "symbols": ["C", "F", "F", "Si", "Br", "H", "H", "H"], "positions_angstrom": [[-0.20963, 1.52062, 0.87106], [0.81428, 2.32284, 0.52663], [0.14141, 0.89166, 2.01208], [-0.17155, -0.35243, -1.16881], [1.97886, -0.88272, -1.26406], [-1.10306, 1.96896, 1.03013], [-0.50791, -1.71635, -0.51185], [-0.77668, 0.49255, -2.31577]], "atomic_forces_ev_per_a": [[3.2, -3.9, -2.2], [-0.4, 0.3, 0.0], [0.0, -0.2, 0.0], [0.1, 1.5, 2.8], [0.1, 0.5, -0.4], [-2.7, 1.9, 0.1], [-0.8, 1.2, -1.0], [0.4, -1.2, 0.6]], "lowdin_charge": [-0.320, -0.010, -0.010, 0.282, 0.194, 0.052, -0.097, -0.090]}

=====

Number 1 is which compound?
C16H25N3O3S